Record 1
Below is a molecular structure, C27H32KN7O4S2 in a non-equilibrium geometry, with properties calculated with ωB97M-V with the def2-TZVPD basis set.

The geometry in ORCA input format:
```
! RIJCOSX wB97M-V def2-TZVPD def2/J DEFGRID3
* xyz -2 1
K 1.21173 -0.46679 1.55363
S -0.87788 -2.72347 -1.88644
S -1.11746 1.40537 -2.74267
O 0.43742 1.69420 2.30817
O -2.26720 -2.73974 1.83276
O 2.88826 0.65815 2.89310
O -1.20638 -1.03036 2.90252
N -2.03197 -0.80114 0.78839
N -2.94679 3.28285 -3.17000
N 2.29324 1.35639 3.74338
N -1.90061 0.61073 0.67144
N 1.65117 -0.24927 -1.65804
N 1.11300 1.83969 3.43331
N -0.90013 3.48657 -4.37591
C 3.28061 -0.56905 -3.41628
C 1.16184 2.96686 5.63172
C 2.61780 -2.57462 -0.26013
C -1.70070 2.83559 -3.48308
C -1.41336 3.88869 5.16377
C 2.66180 -1.00268 -2.24115
C 1.89884 -3.38047 2.31019
C 0.50631 2.63804 4.44347
C 3.19173 -2.92043 2.07545
C -4.76172 4.84649 -3.32349
C 3.13607 -2.16276 -1.60035
C 4.79140 -2.43749 -3.36476
C -0.52576 -4.44422 -2.26949
C 1.29102 -3.02542 -0.06994
C -2.63530 5.10303 -4.66654
C -2.11373 -3.53767 2.99478
C 4.33454 -1.27766 -3.97231
C -2.26605 -2.54194 -3.05000
C -1.76916 -1.46865 1.91009
C -1.37716 4.57945 -4.93298
C -3.39085 4.38643 -3.74366
C 4.18966 -2.85593 -2.18230
C 0.99016 -3.43713 1.24630
C 3.54858 -2.53669 0.78725
C -0.78370 3.10277 4.20935
C -0.77370 4.21743 6.34917
C 0.51692 3.75158 6.57196
H -2.99990 6.00391 -5.14217
H 5.61129 -3.00218 -3.79359
H -3.07611 -3.61354 3.50717
H -0.00350 -3.84025 1.42919
H -1.37593 -3.10447 3.66662
H 0.90225 -0.83498 -1.30864
H -1.57340 0.83340 -0.27131
H -1.26280 2.83267 3.28116
H 1.25044 0.45991 -2.26450
H -5.42628 3.98791 -3.23745
H 4.79575 -0.91888 -4.88603
H -0.71647 5.07960 -5.64092
H -1.19578 0.93550 1.33584
H 2.91711 0.33662 -3.88881
H -4.70594 5.31685 -2.33958
H 0.45198 -4.66257 -1.84934
H -5.17890 5.56775 -4.02849
H 2.16361 2.60496 5.80107
H -0.51914 -4.58215 -3.35283
H -1.27207 -5.11204 -1.83138
H -2.41943 4.24228 4.97289
H 3.91587 -2.87573 2.88074
H 4.54401 -3.75153 -1.68217
H -2.01288 -2.92706 -4.04054
H -3.17169 -3.04234 -2.69575
H 1.61117 -3.71252 3.30534
H 4.56248 -2.19915 0.58739
H -1.79217 -4.52809 2.67478
H 1.03202 4.00219 7.49223
H -2.46097 -1.47205 -3.14199
H -2.27544 -1.31932 -0.04181
H -1.27167 4.82862 7.09219
*
```

Calculated values
LUMO ... 4.1 eV
E_tot ... -85132.488 eV
Orbital gap ... 5.5 eV
HOMO energy ... -0.052 Eh

Mulliken population analysis, charges in e, atoms 1 to 4:
1 K 0.88
2 S 0.61
3 S -0.35
4 O -0.88

***

Record 2
Below is C27H32N2O8S in the gas phase in a non-equilibrium geometry, with properties calculated with ωB97M-V with the def2-TZVPD basis set.

The geometry in ORCA input format:
```
! RIJCOSX wB97M-V def2-TZVPD def2/J DEFGRID3
* xyz 0 1
S -1.52992 2.95406 -4.58321
O 1.19773 1.50146 3.71548
O -0.59283 3.47336 -5.54457
O 0.65384 -1.87920 4.90285
O -0.22261 -6.24294 1.77036
O -2.66482 2.23485 -5.08442
O 0.40008 1.85736 0.88400
O -1.68140 -3.79827 2.22656
O 2.01077 -1.60985 -1.24461
N -2.09886 4.11025 -3.51851
N 2.12690 -0.40522 2.88153
C 0.53028 -7.41336 1.56948
C -0.63554 0.61461 -1.42911
C -1.30787 1.41044 -2.33665
C -3.34685 4.74782 -3.88460
C 2.26639 -1.13264 1.63905
C -0.35047 -3.86865 1.98522
C 2.04084 -2.01433 4.79224
C 1.63978 -2.51011 1.68526
C 2.38604 -3.65479 1.45837
C 1.77327 -4.89677 1.49413
C 1.42109 0.74627 2.79414
C 0.70985 0.31728 -1.63474
C -2.12902 6.87261 -4.37176
C 0.41504 -5.03202 1.74886
C -0.63408 1.90549 -3.43720
C -1.08087 5.02643 -3.04908
C 2.75102 -0.82745 4.10592
C -2.43421 -4.93981 2.57472
C -0.81900 6.16166 -4.03916
C -3.13630 5.85937 -4.91134
C 1.43919 -0.53567 -0.67640
C 0.69273 1.60043 -3.66522
C 0.22189 -0.85891 5.78021
C 0.28323 -2.63286 1.94014
C 1.54430 -0.25023 0.64153
C 1.01143 0.91506 1.33395
C 1.36708 0.79407 -2.76463
H 0.98937 -7.43321 0.57592
H -2.53184 7.34091 -3.46931
H -2.74980 5.41386 -5.83029
H 0.42775 0.13948 5.38326
H -0.17461 4.44073 -2.88110
H 2.39329 -2.19918 -0.57681
H 2.18989 -2.92611 4.20863
H 1.30440 -7.53274 2.33416
H -1.95195 7.65720 -5.10956
H 3.44875 -3.59510 1.26742
H -1.14642 0.21948 -0.56591
H 0.69483 -0.96416 6.76398
H -0.09937 6.86053 -3.60964
H 2.73724 0.04359 4.76714
H 3.34055 -1.22665 1.40273
H 1.17563 2.00202 -4.54230
H -0.39462 5.73501 -4.94892
H 2.40470 0.54404 -2.92404
H 3.78978 -1.11428 3.91039
H -4.08969 6.34232 -5.13190
H -2.34811 1.65995 -2.20649
H -3.79495 5.15055 -2.96970
H -3.98951 3.96296 -4.28475
H -1.99717 -5.46399 3.42691
H 2.37683 -5.77107 1.31310
H -0.85384 -0.98801 5.88000
H -0.31873 -1.75982 2.13297
H 2.50181 -2.14686 5.78474
H -0.18295 -8.23230 1.65051
H -2.53638 -5.63121 1.73609
H -1.41704 5.42801 -2.08702
H -3.41596 -4.55576 2.85098
*
```

Calculated values
LUMO ... -0.4 eV
E_tot ... -58712.239 eV
Orbital gap ... 8.2 eV
HOMO energy ... -0.315 Eh

Mulliken population analysis, charges in e, atoms 1 to 4:
1 S 1.54
2 O -0.69
3 O -0.69
4 O -0.20

***

Record 3
Below is C27H32N8O2 in the gas phase in a non-equilibrium geometry, with properties calculated with ωB97M-V with the def2-TZVPD basis set.

The geometry in ORCA input format:
```
! RIJCOSX wB97M-V def2-TZVPD def2/J DEFGRID3
* xyz 0 1
O 4.26230 0.21611 -5.35684
O 5.97517 1.55835 0.98001
N 2.68093 0.09271 -2.29103
N -6.31140 -1.38686 3.72515
N -1.81577 -0.69353 -3.45191
N -0.21346 -0.50242 -5.02591
N 0.35634 -0.30621 -2.70554
N -4.77341 -0.90967 1.28400
N 3.59168 1.14318 -0.44790
N 3.78764 0.31157 -3.11326
C -1.99862 -0.25711 -1.04349
C 5.75666 -1.38665 -0.78234
C 1.03360 -0.30087 -5.39136
C 2.75477 0.80047 1.74250
C 2.67684 0.31503 -0.92262
C -4.03889 -0.85904 0.12597
C -2.74563 -0.31927 0.11360
C 3.65141 1.37750 0.85579
C -4.55560 -1.31419 -1.09451
C -4.93409 -1.81620 3.53260
C -2.51475 -0.73125 -2.24536
C 1.60701 -0.12153 -3.09616
C 4.76731 2.67695 2.74801
C -3.80949 -1.24559 -2.25134
C -0.50954 -0.48551 -3.70931
C -6.53451 -0.63824 4.94090
C 5.13646 0.17327 -2.61435
C 4.73665 3.56652 0.40258
C 4.79363 2.29873 1.26404
C 1.77821 -0.05054 1.23731
C 5.35935 -1.18830 -2.02455
C 1.72973 -0.31906 -0.11405
C -4.14434 -0.90675 2.58603
C -6.18959 -1.19843 1.27752
C 2.02471 -0.08635 -4.44390
C 3.45852 0.15070 -4.44813
C -6.81806 -0.67334 2.56265
H -6.65134 -0.68754 0.42809
H 5.90737 -2.37657 -0.38514
H 5.33924 0.94481 -1.86981
H 1.06764 -0.51484 1.90564
H -7.60070 -0.43293 5.03107
H -1.01312 0.17444 -1.02605
H -3.12278 -1.28600 2.50111
H 5.76811 0.31753 -3.49750
H 5.58217 4.21500 0.62778
H -6.22692 -1.24029 5.79419
H 1.00097 -0.98393 -0.54313
H -6.61583 0.40981 2.63142
H -4.94771 -2.82789 3.11039
H -4.43128 -1.86546 4.49969
H -5.99463 0.32187 4.96817
H -4.09973 0.11170 3.00137
H 1.23896 -0.30944 -6.45299
H -4.23438 -1.60780 -3.17724
H -5.54384 -1.74206 -1.14257
H 5.95108 -0.56156 -0.11703
H -6.39132 -2.27607 1.18785
H -7.90351 -0.80979 2.52517
H 6.73227 2.14841 1.06939
H 3.82995 3.16178 3.00575
H -2.32050 0.08377 1.01934
H -2.35435 -0.89138 -4.28510
H 5.15236 -2.01733 -2.69039
H 5.58200 3.36790 2.95978
H 2.80385 0.99531 2.79999
H 3.81613 4.10984 0.59834
H 4.76439 3.29193 -0.64801
H 4.90367 1.79259 3.36563
*
```

Calculated values
LUMO ... 0.5 eV
E_tot ... -44533.901 eV
Orbital gap ... 7.7 eV
HOMO energy ... -0.263 Eh

Mulliken population analysis, charges in e, atoms 1 to 4:
1 O -0.74
2 O -0.52
3 N 0.61
4 N 0.00

***

Q: Which value of orbital gap does entry 3 give?
A: 7.7 eV

***

Please write out number 2 again, unchanged.
Below is C27H32N2O8S in the gas phase in a non-equilibrium geometry, with properties calculated with ωB97M-V with the def2-TZVPD basis set.

The geometry in ORCA input format:
```
! RIJCOSX wB97M-V def2-TZVPD def2/J DEFGRID3
* xyz 0 1
S -1.52992 2.95406 -4.58321
O 1.19773 1.50146 3.71548
O -0.59283 3.47336 -5.54457
O 0.65384 -1.87920 4.90285
O -0.22261 -6.24294 1.77036
O -2.66482 2.23485 -5.08442
O 0.40008 1.85736 0.88400
O -1.68140 -3.79827 2.22656
O 2.01077 -1.60985 -1.24461
N -2.09886 4.11025 -3.51851
N 2.12690 -0.40522 2.88153
C 0.53028 -7.41336 1.56948
C -0.63554 0.61461 -1.42911
C -1.30787 1.41044 -2.33665
C -3.34685 4.74782 -3.88460
C 2.26639 -1.13264 1.63905
C -0.35047 -3.86865 1.98522
C 2.04084 -2.01433 4.79224
C 1.63978 -2.51011 1.68526
C 2.38604 -3.65479 1.45837
C 1.77327 -4.89677 1.49413
C 1.42109 0.74627 2.79414
C 0.70985 0.31728 -1.63474
C -2.12902 6.87261 -4.37176
C 0.41504 -5.03202 1.74886
C -0.63408 1.90549 -3.43720
C -1.08087 5.02643 -3.04908
C 2.75102 -0.82745 4.10592
C -2.43421 -4.93981 2.57472
C -0.81900 6.16166 -4.03916
C -3.13630 5.85937 -4.91134
C 1.43919 -0.53567 -0.67640
C 0.69273 1.60043 -3.66522
C 0.22189 -0.85891 5.78021
C 0.28323 -2.63286 1.94014
C 1.54430 -0.25023 0.64153
C 1.01143 0.91506 1.33395
C 1.36708 0.79407 -2.76463
H 0.98937 -7.43321 0.57592
H -2.53184 7.34091 -3.46931
H -2.74980 5.41386 -5.83029
H 0.42775 0.13948 5.38326
H -0.17461 4.44073 -2.88110
H 2.39329 -2.19918 -0.57681
H 2.18989 -2.92611 4.20863
H 1.30440 -7.53274 2.33416
H -1.95195 7.65720 -5.10956
H 3.44875 -3.59510 1.26742
H -1.14642 0.21948 -0.56591
H 0.69483 -0.96416 6.76398
H -0.09937 6.86053 -3.60964
H 2.73724 0.04359 4.76714
H 3.34055 -1.22665 1.40273
H 1.17563 2.00202 -4.54230
H -0.39462 5.73501 -4.94892
H 2.40470 0.54404 -2.92404
H 3.78978 -1.11428 3.91039
H -4.08969 6.34232 -5.13190
H -2.34811 1.65995 -2.20649
H -3.79495 5.15055 -2.96970
H -3.98951 3.96296 -4.28475
H -1.99717 -5.46399 3.42691
H 2.37683 -5.77107 1.31310
H -0.85384 -0.98801 5.88000
H -0.31873 -1.75982 2.13297
H 2.50181 -2.14686 5.78474
H -0.18295 -8.23230 1.65051
H -2.53638 -5.63121 1.73609
H -1.41704 5.42801 -2.08702
H -3.41596 -4.55576 2.85098
*
```

Calculated values
LUMO ... -0.4 eV
E_tot ... -58712.239 eV
Orbital gap ... 8.2 eV
HOMO energy ... -0.315 Eh

Mulliken population analysis, charges in e, atoms 1 to 4:
1 S 1.54
2 O -0.69
3 O -0.69
4 O -0.20

***

Q: Look up the LUMO of the second one.
A: -0.4 eV